(1)
79
Properties=species:S:1:pos:R:3:forces:R:3 method="wB97M-V/def2-TZVPD" orbital_gap_ev="7.6 / 5.1" charge=+3 e_lumo_ev="-8.3 / -10.9" spin_multiplicity=6 energy_ev=-254535.3079 homo_energy_ev="-15.9 / -15.9"
Fe -0.679040 0.827839 -1.147071 0.04 0.21 -0.01
C -4.089173 0.999853 -0.647844 0.04 -0.02 0.02
O -2.790459 0.718756 -0.061075 -0.02 -0.06 0.06
C -2.732497 0.212962 1.177152 0.00 0.05 -0.08
C -3.811817 -0.114089 1.958896 -0.02 -0.02 0.06
C -3.576031 -0.642523 3.231972 0.03 0.03 -0.06
Br -5.001593 -1.116784 4.306451 -0.01 0.00 0.00
C -2.265974 -0.812372 3.730398 0.01 0.00 0.01
C -1.173170 -0.480721 2.973585 0.00 0.01 0.01
C -1.365606 0.039695 1.642734 0.03 0.03 -0.01
O -0.408575 0.349434 0.879528 -0.11 0.00 -0.03
C 0.179287 -0.636367 3.501263 -0.02 -0.01 -0.01
N 1.296520 -0.175508 2.937892 0.01 0.00 -0.01
C 2.392013 -0.483136 3.737511 0.02 0.01 0.00
C 3.750609 -0.212692 3.599449 -0.03 -0.01 0.00
C 4.564192 -0.675054 4.610134 0.00 0.00 0.00
C 4.051371 -1.378176 5.717965 0.00 0.00 0.00
C 2.706379 -1.642472 5.856633 0.01 0.01 -0.01
C 1.886252 -1.174870 4.834411 0.01 0.00 0.03
N 0.508911 -1.244335 4.644337 0.03 0.00 0.00
H -4.689063 0.092616 -0.663509 -0.01 0.02 0.00
H -3.891181 1.324150 -1.664320 0.00 0.00 0.00
H -4.576783 1.790094 -0.080388 -0.01 0.00 0.00
H -4.828514 0.037738 1.627091 -0.01 0.01 -0.02
H -2.163033 -1.189680 4.738424 -0.01 -0.01 0.00
H 1.291215 0.327945 2.060634 -0.01 0.00 0.01
H 4.144259 0.336056 2.755549 0.01 0.00 0.00
H 5.627977 -0.490179 4.558418 0.01 0.00 0.00
H 4.735739 -1.713783 6.484525 0.00 0.00 0.00
H 2.316686 -2.172640 6.714442 0.00 0.00 0.00
H -0.134970 -1.711531 5.263303 0.00 0.00 0.00
O 1.081395 1.461363 -1.616932 -0.09 0.05 0.01
S 1.940523 0.963169 -2.819627 0.14 -0.09 -0.14
C 3.098102 2.272354 -3.093657 -0.13 0.03 0.06
C 4.280196 1.926234 -3.731764 -0.01 -0.01 -0.03
C 5.193704 2.929527 -4.022510 -0.01 -0.01 0.00
C 4.923405 4.240061 -3.656895 0.00 0.00 0.00
C 3.743342 4.562764 -2.994798 -0.01 0.00 0.00
C 2.814953 3.576336 -2.710904 0.07 -0.01 0.00
C 0.858479 1.069398 -4.219482 0.03 -0.04 0.02
C 0.878578 0.001031 -5.106300 -0.02 0.01 0.02
C 0.056405 0.046657 -6.224285 -0.01 0.00 -0.01
C -0.775997 1.137474 -6.428983 0.01 -0.03 0.00
C -0.791806 2.197262 -5.526467 0.02 0.01 0.04
C 0.034919 2.172853 -4.415925 -0.03 0.03 -0.03
H 4.486216 0.898210 -4.003566 0.01 -0.01 0.00
H 6.118634 2.684495 -4.525337 0.00 0.00 0.00
H 5.642137 5.016824 -3.879311 0.00 0.01 0.00
H 3.552337 5.585050 -2.697647 0.01 0.00 0.00
H 1.907981 3.801219 -2.169207 -0.01 -0.01 0.02
H 1.524250 -0.850237 -4.930649 0.01 0.00 0.00
H 0.066902 -0.770422 -6.932206 0.00 0.00 -0.01
H -1.412689 1.169445 -7.302623 0.00 0.00 -0.01
H -1.431992 3.050486 -5.705319 0.00 0.00 0.00
H 0.058767 3.006952 -3.726727 0.00 0.02 0.01
Cl 0.529293 4.270250 0.403246 -0.05 0.01 -0.03
C -0.582704 4.679746 -0.889776 0.25 0.15 0.10
Cl -1.744360 3.355951 -1.202381 -0.16 -0.25 -0.07
H -0.030178 4.858336 -1.805956 -0.05 -0.02 0.01
H -1.179113 5.541088 -0.610506 0.01 -0.02 0.02
C -3.838547 -2.712495 -0.727738 0.01 -0.01 0.01
N -2.482295 -2.749152 -0.195953 -0.01 0.00 0.01
C -1.376833 -2.280810 -0.790287 0.00 0.04 -0.06
Se -1.257815 -1.263847 -2.370808 0.05 -0.07 0.04
N -0.320468 -2.630391 -0.037581 -0.02 -0.03 0.05
C -0.743041 -3.320742 1.093839 0.01 0.00 -0.01
C -0.055561 -3.874464 2.166448 -0.01 0.01 -0.01
C -0.825649 -4.490761 3.137329 0.00 0.01 0.00
C -2.224138 -4.555876 3.040663 0.00 -0.01 0.01
C -2.903822 -4.015451 1.962999 0.01 0.01 0.00
C -2.128089 -3.393831 0.993059 -0.01 -0.01 -0.01
H -3.842297 -2.121745 -1.639493 0.00 0.00 0.00
H -4.508447 -2.276058 0.012958 0.00 -0.01 0.00
H -4.167660 -3.725414 -0.953929 0.00 0.00 0.00
H 0.630194 -2.440983 -0.313735 -0.01 0.01 -0.01
H 1.024972 -3.855929 2.225860 0.01 0.00 0.00
H -0.336164 -4.966441 3.976913 0.00 0.00 0.00
H -2.781002 -5.070928 3.811850 0.00 0.00 0.00
H -3.978947 -4.098786 1.875609 0.00 0.00 0.00

(2)
96
Properties=species:S:1:pos:R:3:forces:R:3 method="wB97M-V/def2-TZVPD" orbital_gap_ev="6.0 / 6.4" charge=0 e_lumo_ev="0.5 / -1.8" spin_multiplicity=5 energy_ev=-146326.9310 homo_energy_ev="-5.4 / -8.2"
Ir 0.409227 -0.695353 -0.594131 -0.29 0.00 0.06
C 1.252954 -3.518080 1.437266 0.04 -0.04 0.03
Si -0.003596 -3.042083 0.127341 0.17 0.33 -0.02
C -1.678899 -3.646889 0.730349 0.06 -0.12 0.03
C 0.335089 -4.017416 -1.435556 -0.17 -0.10 -0.17
C 0.984515 -5.247521 -1.515286 -0.04 0.12 0.04
C 1.088003 -5.906653 -2.730829 0.01 -0.06 -0.05
C 0.527297 -5.350566 -3.871461 0.00 0.01 -0.05
C -0.130245 -4.129374 -3.802074 -0.02 0.07 0.04
C -0.234376 -3.446691 -2.589995 0.07 -0.17 0.18
Si -1.018191 -1.740544 -2.375090 0.34 -0.06 -0.03
C -2.829407 -1.770621 -1.928709 0.00 -0.12 -0.17
C -0.863218 -0.865587 -4.018009 0.12 -0.14 0.01
H 1.033341 -4.530203 1.788268 0.03 -0.03 0.00
H 1.233332 -2.857884 2.301667 -0.02 0.06 0.11
H 2.259834 -3.499707 1.018352 0.05 0.03 0.00
H -1.498544 -4.434377 1.468586 -0.03 0.01 -0.01
H -2.220669 -4.092978 -0.100736 -0.07 -0.04 -0.07
H -2.311512 -2.898914 1.188886 -0.12 0.17 0.10
H 1.423622 -5.694791 -0.630014 0.01 0.01 0.02
H 1.607648 -6.854958 -2.790786 0.00 -0.01 -0.01
H 0.610397 -5.865072 -4.820608 0.00 -0.01 -0.01
H -0.548824 -3.704160 -4.707458 -0.01 0.01 -0.02
H -3.351329 -2.382058 -2.672237 -0.02 0.02 -0.01
H -3.211087 -0.755491 -1.983008 -0.09 0.19 0.00
H -3.037268 -2.180666 -0.948763 -0.03 -0.04 0.17
H -1.458868 -1.423123 -4.746516 -0.05 0.00 -0.03
H 0.161222 -0.806568 -4.389595 -0.05 -0.03 0.06
H -1.265994 0.132415 -3.928779 -0.10 0.32 -0.05
O 0.893893 1.320221 -2.791938 -0.03 -0.05 0.40
N 0.397118 1.224376 -1.449674 0.12 0.19 -0.33
C 0.448404 2.444380 -0.878853 -0.07 -0.27 -0.37
C -0.024469 2.842793 0.373056 -0.02 0.02 -0.05
C -0.062037 4.251168 0.616456 0.07 -0.02 0.04
C -0.678460 4.785833 1.706250 0.03 0.06 0.06
C -1.312766 3.947589 2.648065 0.03 -0.01 0.04
C -1.215291 2.585550 2.488911 0.02 -0.09 0.00
C -0.543939 1.997848 1.402318 -0.02 0.07 0.20
P -0.144019 0.255412 1.504051 0.02 -0.31 -0.21
C 1.099805 0.126355 2.837530 -0.17 0.11 0.10
C 0.829090 0.597807 4.124865 -0.04 -0.01 0.03
C 1.803775 0.566896 5.106291 0.01 -0.01 -0.02
C 3.069980 0.076199 4.810906 -0.02 0.01 0.00
C 3.346876 -0.390767 3.537361 0.06 0.00 0.09
C 2.363517 -0.368666 2.557031 0.03 -0.10 0.08
C -1.668865 -0.467163 2.181238 0.04 -0.04 0.02
C -1.699929 -1.306840 3.290582 -0.02 0.08 -0.05
C -2.903072 -1.856126 3.714072 -0.01 -0.01 -0.02
C -4.073271 -1.585417 3.022031 0.01 0.00 0.00
C -4.043552 -0.762636 1.902393 0.03 0.02 -0.01
C -2.848364 -0.201231 1.483209 -0.02 -0.04 -0.03
H 1.548720 0.597904 -2.869260 -0.25 0.18 0.18
H 0.868435 3.213002 -1.518529 0.00 0.03 -0.02
H 0.391337 4.903683 -0.119766 0.03 0.01 -0.02
H -0.693955 5.860637 1.840252 -0.01 0.00 0.00
H -1.850049 4.364610 3.488073 -0.01 0.01 0.02
H -1.691602 1.942032 3.220533 0.02 0.00 -0.01
H -0.149684 0.986812 4.370784 0.01 0.01 -0.02
H 1.576114 0.929670 6.100173 0.01 0.00 0.00
H 3.837760 0.059448 5.573102 0.00 -0.01 0.01
H 4.333650 -0.773138 3.306898 -0.08 0.03 0.10
H 2.571949 -0.751872 1.567957 -0.09 -0.03 -0.06
H -0.790728 -1.534156 3.828156 0.08 -0.02 0.03
H -2.921857 -2.504324 4.580065 0.01 -0.01 0.02
H -5.008250 -2.021556 3.347544 -0.02 0.00 0.01
H -4.951818 -0.560445 1.350574 -0.01 0.01 -0.01
H -2.829258 0.436428 0.604244 0.00 0.01 -0.02
C 5.178360 -0.821937 0.677756 0.12 -0.06 -0.09
Si 4.250776 0.113121 -0.646395 -0.07 0.02 -0.04
C 3.492609 1.706701 -0.054129 0.15 0.02 -0.06
C 5.388482 0.419241 -2.090844 0.00 0.05 -0.04
Se 2.593198 -1.286763 -1.436367 0.23 -0.17 0.06
H 5.925111 -0.183611 1.155870 0.01 0.03 0.02
H 5.698632 -1.670047 0.227883 0.01 0.01 -0.03
H 4.516472 -1.213999 1.443453 0.09 -0.07 -0.11
H 4.266335 2.377370 0.327946 0.03 0.01 0.03
H 2.762841 1.540471 0.734698 -0.05 0.05 0.06
H 2.983413 2.207730 -0.879527 0.06 -0.03 0.02
H 6.237889 1.032795 -1.780877 0.02 0.01 0.00
H 4.866909 0.942925 -2.893448 0.01 0.00 -0.01
H 5.775565 -0.518224 -2.490857 0.01 -0.02 -0.01
C -2.165461 5.031057 -1.736909 0.01 0.04 -0.03
N -2.759697 3.734858 -1.479812 -0.08 -0.37 -0.13
C -3.424216 3.523017 -0.204328 0.05 -0.13 0.00
C -2.671160 2.700226 -2.362854 -0.06 0.06 0.12
C -2.016434 3.014018 -3.686709 0.07 -0.01 0.02
O -3.102942 1.576328 -2.116278 0.06 0.35 0.16
H -2.022086 5.540091 -0.786672 -0.02 0.00 -0.04
H -2.794059 5.656057 -2.378401 -0.01 0.00 -0.01
H -1.185664 4.926876 -2.202029 -0.01 0.04 0.00
H -3.798630 4.478562 0.160205 -0.03 -0.01 0.01
H -2.741581 3.104247 0.542136 -0.14 0.06 -0.13
H -4.256834 2.835245 -0.340897 0.00 0.00 0.00
H -2.347070 3.967776 -4.096580 0.02 0.00 0.00
H -2.259815 2.218552 -4.380525 -0.02 -0.09 -0.05
H -0.930584 3.040911 -3.563531 -0.02 -0.01 -0.03